This record from the Open Molecules 2025 dataset describes a structure of composition C32H37ClHfN2Si2. The level of theory is ωB97M-V with the def2-TZVPD basis set.

CARTESIAN COORDINATES (ANGSTROEM)
H1 0.83333 4.83191 -4.63303
C1 1.04004 3.75584 -8.28620
H2 1.24302 -2.98539 -3.55498
C2 -0.01811 -1.55841 -4.58934
H3 3.08696 0.35817 1.95421
C3 -1.01177 2.56770 -7.86583
C4 -1.92397 2.85698 -4.31560
H4 -3.01036 2.89405 -4.41314
C5 0.10246 1.54598 -3.95504
H5 -2.07459 -4.64568 -5.75762
H6 -1.14812 0.49569 1.37497
H7 1.87564 -4.80491 -6.88192
H8 3.24063 0.24166 -0.47712
H9 0.13873 -4.84212 -8.66434
Hf1 0.56544 0.37280 -1.34468
H10 2.84881 2.81815 -7.51527
C6 0.62269 -1.46820 -8.40946
C7 2.06587 -2.66076 -6.87642
H11 -0.08870 -2.68113 -1.45219
N1 0.62156 2.46018 -0.43959
H12 -2.46792 0.97641 -0.93618
H13 1.56503 4.62121 -8.69762
H14 -1.56297 -0.38122 -5.54566
C8 2.33515 0.80673 1.29006
H15 -0.08719 -4.95386 -4.27080
H16 -0.92026 4.45500 -8.90906
H17 -0.66384 -2.67862 -9.64386
Cl1 3.10459 -0.05008 -4.59628
H18 3.73825 2.39936 0.96551
C9 -0.19247 -1.21557 0.25962
C10 1.11058 1.58061 -7.19562
H19 2.42912 2.80366 2.02637
H20 -1.65100 4.94231 -4.80601
C11 -1.38999 -0.85749 -1.68933
H21 1.49541 -0.58433 -2.60048
Si1 2.12729 0.15643 -6.63658
H22 0.27505 -0.53143 -8.85866
Si2 1.00258 -0.10951 -4.05647
H23 1.82582 4.06684 0.21106
H24 1.93997 2.69050 -3.99931
C12 -1.50708 -3.77907 -5.40966
H25 -1.88825 -1.05238 -2.63939
C13 2.65285 2.28309 1.08434
C14 1.55807 -1.43884 -7.36058
H26 1.36074 0.65456 1.77166
C15 -0.45190 -1.73123 -1.05215
C16 -1.19233 -1.38504 -5.33060
H27 -2.10225 2.49898 -7.88122
C17 -0.39714 -3.95630 -4.58486
C18 0.10399 -2.68116 -8.86569
C19 -1.70164 0.21380 -0.78793
C20 1.53520 -3.87036 -7.32946
C21 0.22794 3.94301 -4.42291
H28 3.48542 0.39771 -7.15908
C22 -0.28262 1.50564 -7.31627
H29 -0.80544 0.60883 -6.97411
H30 -2.71500 -2.33957 -6.50098
C23 1.76302 2.74480 -7.65324
C24 0.35326 -2.85041 -4.17890
H31 -1.92153 0.74793 -3.85379
H32 2.60391 3.02626 -0.97035
C25 0.55222 -3.88876 -8.32178
C26 -1.88064 -2.49626 -5.81141
H33 2.84273 -2.65661 -6.10934
C27 1.97688 3.01806 -0.06839
H34 2.43805 -0.95513 0.19546
H35 0.18748 3.08144 -1.13526
C28 0.85510 2.74296 -4.09767
C29 -1.16420 4.00341 -4.52769
C30 -0.97417 -0.01984 0.42943
C31 -1.30491 1.63982 -4.02929
C32 -0.35380 3.67269 -8.40082
H36 0.32867 -1.74426 1.05903
N2 2.35186 0.04456 -0.01921
H37 -0.00808 2.55404 0.36985

Force components x, y, z for each atom (eV/Å):
-0.3 -0.3 0.2
0.1 0.1 0.0
-0.2 -0.1 -0.3
0.1 -0.3 0.3
-0.2 0.3 -0.1
0.0 -0.5 0.1
0.0 -0.3 0.1
0.3 0.0 0.1
1.3 0.1 -0.3
0.2 0.3 0.1
0.3 0.0 -0.4
0.0 0.2 -0.2
0.1 0.1 0.0
0.1 0.4 0.1
-0.6 1.9 -1.7
-0.4 0.1 -0.3
-0.3 0.1 0.2
-0.6 0.0 -0.2
-0.1 0.5 0.2
-0.1 1.0 0.5
0.4 -0.2 0.0
-0.2 -0.3 0.2
0.2 -0.5 -0.2
0.2 -0.4 -0.2
-0.2 0.2 -0.1
0.2 -0.2 0.2
0.3 0.0 0.2
-0.2 0.0 0.4
-0.2 0.0 -0.1
-1.7 -0.2 0.1
-0.2 0.7 0.3
0.0 -0.2 -0.2
0.2 -0.4 0.1
-0.4 -0.3 -0.4
1.4 -0.8 -0.4
0.8 0.1 -3.0
0.1 -0.4 0.2
-2.8 -0.3 1.8
0.3 -0.2 -0.1
-0.1 0.2 -0.3
0.1 -0.1 -0.2
0.3 0.0 0.3
0.3 0.1 0.5
0.1 -0.9 0.3
0.2 0.0 -0.3
-0.3 -0.4 0.8
0.1 -0.2 -0.4
0.3 0.0 -0.2
0.1 0.2 0.2
0.2 -0.1 -0.1
0.0 -0.5 0.5
0.3 0.1 0.0
0.2 0.2 0.2
0.0 0.2 0.2
-0.3 0.3 0.1
0.2 0.4 -0.2
0.2 -0.2 0.4
0.0 -0.2 0.1
-0.1 0.1 -0.3
0.3 0.5 -0.2
-0.2 -0.2 0.1
0.0 0.3 0.1
-0.2 0.2 0.2
-0.2 -0.1 -0.1
-0.5 0.3 -0.3
-0.2 0.3 -0.1
0.3 -0.1 0.2
-0.3 -0.1 0.1
0.2 0.1 -0.2
-0.3 -1.2 0.1
-0.4 -0.2 0.4
0.3 -0.2 0.2
0.1 0.4 -0.4
1.0 -0.1 1.0
0.4 -0.2 -0.3

Calculated values
- HOMO-LUMO gap (alpha / beta) (eV) = 4.8 / 4.8
- total energy (hartree) = -2437.7580
- total charge = +2
- HOMO (alpha / beta) (eV) = -11.212 / -11.226


This record from the Open Molecules 2025 dataset describes a structure of composition C32H37N5PRuS2. The level of theory is ωB97M-V with the def2-TZVPD basis set.

CARTESIAN COORDINATES (ANGSTROEM)
H1 -3.49205 -1.88362 -2.15342
C1 -3.18739 2.23972 -3.75792
C2 3.26284 -3.47247 -0.54189
H2 1.38207 4.01777 1.85921
C3 -1.51497 2.31047 2.40742
C4 -2.54000 1.31077 -2.98950
C5 2.87876 -2.47993 -1.63262
H3 2.75428 -3.26065 0.40082
C6 -0.47608 -1.18099 -2.93430
H4 -0.25609 -2.99787 4.67750
C7 -1.25119 -1.10997 4.41679
H5 -1.89910 -2.95336 5.30997
H6 -2.84668 -2.97549 3.04414
C8 -0.32620 2.68979 1.78588
C9 -2.82871 3.58138 -3.62017
H7 -3.08701 -3.24648 -3.18616
C10 -3.04691 -0.41143 0.90580
H8 3.22466 -3.78633 -3.33340
H9 -0.75208 -0.67380 5.27944
H10 -1.55593 -4.00352 -1.43233
H11 0.82594 -4.23250 -0.93799
H12 3.40612 -2.07404 -3.71941
H13 4.82524 1.46664 1.62982
H14 2.42924 1.76520 2.08171
C11 -1.26522 -2.62791 4.48755
N1 -0.36739 3.21980 -0.94149
H15 1.59782 -0.55871 -2.95080
N2 -2.29219 -0.22182 0.01185
C12 -2.81818 -2.21853 -2.94613
H16 -2.82457 2.62643 4.07014
N3 -1.56538 1.62464 -2.10636
C13 0.46398 3.70355 2.34068
C14 -1.10589 3.91332 4.14974
C15 2.78662 1.77947 1.06002
H17 3.03558 -4.49861 -0.83759
C16 1.38790 -2.37877 -1.86674
H18 4.09768 1.75447 -2.57968
S1 0.61027 -0.96851 0.77982
C17 -1.28381 2.92326 -1.92948
C18 4.60643 1.57795 -0.50139
C19 0.88227 -1.27606 -2.55842
H19 -3.30523 4.34419 -4.22087
H20 -0.74477 -0.44597 -3.68134
C20 -1.87794 3.92957 -2.69200
C21 -1.78777 -3.19809 3.17993
H21 0.67834 5.09180 3.95352
Ru1 -0.61155 0.14866 -0.85442
N4 -0.50901 -0.69768 3.21727
H22 5.66165 1.43578 -0.69237
H23 4.65748 -2.90795 -2.79529
C22 4.13635 1.59652 0.80625
H24 -0.00634 0.17576 3.21940
C23 2.37999 1.95579 -1.31318
C24 -1.38023 -2.16456 -2.50917
H25 3.21301 -1.48148 -1.32353
C25 3.58193 -2.82832 -2.95156
H26 -2.80496 0.26932 -3.04077
S2 -4.10104 -0.62954 2.07232
C26 -1.89856 2.91897 3.59280
H27 4.33596 -3.42448 -0.36100
P1 0.11291 2.03961 0.17776
C27 1.90304 1.97041 0.00086
H28 -1.59353 4.96025 -2.53162
H29 -0.21509 4.19683 -0.73318
H30 -2.14958 1.55643 1.96686
C28 0.47880 -3.35680 -1.47103
N5 -1.03271 -2.60495 2.06585
C29 -0.87050 -3.22363 -1.74561
H31 -2.26350 -0.70805 4.35683
H32 -1.64991 -4.27631 3.13392
H33 1.70734 2.14150 -2.14511
C30 -0.42637 -1.43654 2.13170
H34 -1.40892 4.39218 5.07133
H35 -2.99895 -1.62621 -3.84161
H36 -0.92529 -3.11514 1.20250
C31 3.72883 1.75373 -1.56263
C32 0.06950 4.30900 3.52208
H37 -3.95805 1.92614 -4.44599

Force components x, y, z for each atom (eV/Å):
0.0 0.0 0.0
0.0 0.1 0.0
0.0 0.0 0.0
0.0 0.0 0.0
0.0 0.0 0.0
0.0 0.0 0.1
0.0 0.0 0.0
0.0 0.0 0.0
0.3 -0.1 0.1
0.0 0.0 0.0
0.0 0.0 0.0
0.0 0.0 0.0
0.0 0.0 0.0
0.0 -0.1 0.0
0.0 0.0 0.0
0.0 0.0 0.0
0.1 0.1 -0.2
0.0 0.0 0.0
0.0 0.0 0.0
0.0 0.0 0.0
0.0 0.0 0.0
0.0 0.0 0.0
0.0 0.0 0.0
0.0 0.0 0.0
0.0 0.0 0.0
-0.1 -0.2 0.1
-0.1 0.1 0.0
-0.1 0.2 0.3
0.0 0.0 0.0
0.0 0.0 0.0
-0.2 0.0 -0.1
0.0 -0.1 0.0
0.0 0.0 0.0
0.0 -0.1 0.1
0.0 0.0 0.0
0.1 0.1 0.0
0.0 0.0 0.0
0.0 0.1 0.3
0.0 0.0 0.0
0.0 0.0 0.0
0.1 0.1 -0.2
0.0 0.0 0.0
-0.1 0.0 0.0
0.0 0.0 0.0
0.0 0.0 0.0
0.0 0.0 0.0
-0.2 -0.3 -0.2
0.1 0.0 0.0
0.0 0.0 0.0
0.0 0.0 0.0
0.0 0.0 0.0
0.0 0.0 0.0
0.0 0.1 -0.1
0.0 -0.1 0.1
0.0 0.0 0.0
0.0 0.0 0.0
0.0 -0.1 0.0
-0.1 0.0 0.0
0.0 0.0 0.0
0.0 0.0 0.0
0.4 0.2 -0.1
-0.1 0.0 -0.1
0.0 0.0 0.0
0.0 0.0 0.0
0.0 0.0 0.0
0.0 0.0 0.0
0.0 0.0 0.1
0.0 0.0 0.0
0.0 0.0 0.0
0.0 0.0 0.0
0.0 0.0 0.0
-0.1 -0.2 -0.2
0.0 0.0 0.0
0.0 0.0 0.0
0.0 0.0 0.0
0.0 0.0 0.0
0.0 0.0 0.0
0.0 0.0 0.0

Calculated values
- HOMO-LUMO gap (alpha / beta) (eV) = 7.0 / 5.8
- total energy (hartree) = -2747.5841
- spin multiplicity = 2
- total charge = +2
- HOMO (alpha / beta) (eV) = -13.849 / -13.651